#1
The following is a quantum chemistry calculation of a single C3H7NO2S molecule, from the Open Molecules 2025 dataset.

## Properties
LUMO energy, eV: 0.39
Frontier orbital gap, eV: 8.742
Structure (SMILES): OCCC(=S)NO
Multiplicity: 1

Element x y z (Å)
O: 1.470 -0.761 0.020
C: 1.175 0.570 -0.407
C: -0.099 0.990 0.299
C: -1.307 0.251 -0.222
S: -2.162 0.773 -1.512
N: -1.534 -0.950 0.349
O: -0.658 -1.501 1.241
H: 2.287 -1.037 -0.327
H: 1.994 1.229 -0.181
H: 1.023 0.579 -1.486
H: 0.034 0.888 1.382
H: -0.309 2.081 0.103
H: -2.181 -1.617 -0.077
H: 0.267 -1.494 0.820

These are the Löwdin partial charges, in e, on atoms 1 to 4: O -0.06; C -0.21; C -0.19; C -0.85

#2
The following is a quantum chemistry calculation of a single C3H7NO2S molecule, from the Open Molecules 2025 dataset.

## Properties
LUMO energy, eV: 0.64
Frontier orbital gap, eV: 10.920
Structure (SMILES): CC[C@H]1NS1(=O)=O
Multiplicity: 1

Element x y z (Å)
C: -1.337 -1.053 -0.346
C: -1.018 0.166 0.442
C: 0.269 0.770 -0.092
N: 1.350 1.306 0.833
S: 1.726 -0.066 -0.078
O: 2.696 0.020 -1.140
O: 1.660 -1.167 0.834
H: -1.441 -0.830 -1.457
H: -2.371 -1.519 -0.068
H: -0.554 -1.876 -0.364
H: -1.095 -0.169 1.415
H: -1.704 0.910 0.229
H: 0.111 1.260 -1.064
H: 1.707 2.249 0.856

These are the Löwdin partial charges, in e, on atoms 1 to 4: C -0.13; C -0.24; C -0.38; N -0.06

Most stable one: #1, least stable one: #2.

#1
The following is a quantum chemistry calculation of a single C12H16N2O5 molecule, from the Open Molecules 2025 dataset.

## Properties
LUMO energy, eV: 0.60
Frontier orbital gap, eV: 9.162
Structure (SMILES): N[C@@H](CO)C(=O)N[C@@H](Cc1ccc(O)cc1)C(=O)O
Multiplicity: 1

Element x y z (Å)
N: -0.888 1.240 2.038
C: -1.020 -0.090 2.667
C: -2.392 -0.748 2.668
O: -2.867 -0.935 1.342
C: -0.138 -1.160 1.930
O: -0.426 -2.345 1.814
N: 0.992 -0.620 1.397
C: 1.706 -1.388 0.355
C: 0.725 -1.613 -0.860
C: 0.388 -0.314 -1.530
C: -0.907 0.162 -1.324
C: -1.277 1.367 -1.923
C: -0.389 1.998 -2.812
O: -0.742 3.147 -3.509
C: 0.845 1.465 -3.043
C: 1.283 0.363 -2.380
C: 3.031 -0.693 -0.082
O: 3.828 -1.155 -0.858
O: 3.185 0.456 0.598
H: -1.193 1.838 2.820
H: -1.642 1.297 1.332
H: -0.632 0.016 3.665
H: -3.054 -0.002 3.172
H: -2.423 -1.696 3.174
H: -2.417 -1.788 1.117
H: 1.063 0.372 1.322
H: 2.050 -2.311 0.773
H: 1.265 -2.333 -1.534
H: -0.131 -2.102 -0.348
H: -1.635 -0.505 -0.730
H: -2.259 1.810 -1.814
H: -1.676 3.396 -3.268
H: 1.469 2.046 -3.769
H: 2.293 -0.030 -2.654
H: 3.984 0.857 0.255

These are the Löwdin partial charges, in e, on atoms 1 to 4: N 0.06; C -0.28; C -0.23; O -0.08

#2
The following is a quantum chemistry calculation of a single C12H16N2O5 molecule, from the Open Molecules 2025 dataset.

## Properties
LUMO energy, eV: 0.43
Frontier orbital gap, eV: 9.169
Structure (SMILES): N[C@@H](Cc1ccc(O)cc1)C(=O)N[C@@H](CO)C(=O)O
Multiplicity: 1

Element x y z (Å)
N: 0.528 0.018 1.625
C: -0.335 0.075 0.387
C: 0.612 1.108 -0.393
C: 0.384 2.648 0.112
C: 0.886 3.205 1.280
C: 0.456 4.377 1.878
C: -0.657 5.012 1.180
O: -1.291 6.218 1.672
C: -0.942 4.721 -0.168
C: -0.440 3.435 -0.680
C: -0.217 -1.257 -0.491
O: -0.402 -1.459 -1.696
N: 0.165 -2.343 0.221
C: 0.302 -3.696 -0.248
C: -1.157 -4.233 -0.268
O: -1.774 -4.347 1.024
C: 1.022 -3.707 -1.515
O: 0.522 -4.263 -2.544
O: 2.241 -3.039 -1.574
H: 1.643 0.130 1.415
H: 0.082 -0.295 2.706
H: -1.440 0.430 0.597
H: 1.636 0.604 -0.229
H: 0.592 1.082 -1.514
H: 1.844 2.540 1.604
H: 1.011 4.830 2.832
H: -0.486 6.483 2.365
H: -1.295 5.358 -1.125
H: -0.591 3.084 -1.670
H: 0.670 -2.148 1.235
H: 0.463 -4.274 0.762
H: -1.781 -3.781 -0.938
H: -1.052 -5.237 -0.665
H: -2.702 -4.205 0.675
H: 2.717 -3.337 -2.469

These are the Löwdin partial charges, in e, on atoms 1 to 4: N -0.10; C -0.24; C -0.11; C -0.23

Most stable one: #1, least stable one: #2.

#1
The following is a quantum chemistry calculation of 2 unconnected molecules or ions with the total composition C5H10FN, from the Open Molecules 2025 dataset.

## Properties
LUMO energy, eV: 0.98
Frontier orbital gap, eV: 8.965
Multiplicity: 1

Element x y z (Å)
C: -1.125 0.125 0.999
C: -0.493 0.260 2.344
C: 0.749 0.924 -1.592
C: 1.246 -0.387 -1.000
C: 0.136 -1.141 -0.311
N: -2.207 0.434 0.469
F: -0.833 -1.634 -1.129
H: 0.575 0.336 2.274
H: -0.552 -0.641 2.967
H: -0.975 1.087 2.778
H: 0.163 0.737 -2.409
H: -0.051 1.431 -1.059
H: 1.552 1.594 -1.942
H: 2.078 -0.327 -0.321
H: 1.708 -1.027 -1.930
H: 0.376 -1.940 0.337
H: -2.346 0.170 -0.475

These are the Löwdin partial charges, in e, on atoms 1 to 4: C -0.22; C -0.06; C -0.12; C -0.23

#2
The following is a quantum chemistry calculation of 2 unconnected molecules or ions with the total composition C5H10FN, from the Open Molecules 2025 dataset.

## Properties
LUMO energy, eV: 0.94
Frontier orbital gap, eV: 9.067
Structure (SMILES): C=C(C)/N=C\C.F
Multiplicity: 1

Element x y z (Å)
C: -1.010 -1.364 -0.962
C: -0.735 -0.190 -0.494
C: -1.415 0.282 0.763
N: 0.298 0.587 -0.979
C: 1.576 0.766 -1.065
C: 2.525 -0.016 -0.279
H: -0.507 -1.724 -1.953
H: -1.735 -2.016 -0.568
H: -1.253 1.383 0.969
H: -0.807 -0.261 1.572
H: -2.437 0.175 0.890
H: 1.886 1.635 -1.694
H: 3.085 0.563 0.374
H: 3.388 -0.326 -0.974
H: 2.001 -0.810 0.243
F: 0.598 -2.004 1.792
H: -0.145 -2.193 1.208

These are the Löwdin partial charges, in e, on atoms 1 to 4: C -0.03; C -0.48; C -0.04; N 0.09

Most stable one: #2, least stable one: #1.

#1
The following is a quantum chemistry calculation of a molecular structure, C12H18B2F8K3O9, from the Open Molecules 2025 dataset.

## Properties
LUMO energy, eV: -4.94
Frontier orbital gap, eV: 7.667
Total charge: +1
Multiplicity: 1

Element x y z (Å)
K: -3.441 0.573 1.182
K: -0.011 2.274 -1.567
K: 0.880 -2.663 -2.585
B: -0.729 -0.334 0.304
F: -1.673 -0.065 -0.659
F: -1.309 -0.741 1.396
F: 0.060 -1.357 -0.269
F: -0.095 0.807 0.539
B: -2.674 3.556 -0.309
F: -2.748 2.598 -1.311
F: -3.385 4.663 -0.706
F: -3.141 3.125 0.892
F: -1.385 3.939 -0.080
C: -4.480 0.527 -2.891
C: -4.479 -0.848 -3.494
C: -5.015 -1.934 -2.567
O: -5.808 -2.719 -3.412
C: -5.936 -2.145 -4.622
O: -6.611 -2.548 -5.544
O: -5.317 -0.919 -4.677
H: -4.028 0.714 -1.917
H: -5.495 0.883 -2.713
H: -3.871 1.230 -3.459
H: -3.451 -0.964 -3.840
H: -5.590 -1.573 -1.714
H: -4.193 -2.568 -2.236
C: 2.942 2.762 1.411
C: 4.174 2.017 0.895
C: 4.427 2.233 -0.599
O: 5.745 2.769 -0.465
C: 6.087 3.069 0.851
O: 7.201 3.369 1.357
O: 5.143 2.666 1.650
H: 2.689 3.805 1.224
H: 2.851 2.709 2.496
H: 2.124 2.209 0.949
H: 4.189 0.973 1.206
H: 3.741 3.003 -0.951
H: 4.506 1.386 -1.281
C: 1.634 -1.287 3.475
C: 1.590 -2.802 3.038
C: 2.292 -3.164 1.751
O: 3.016 -4.348 1.988
C: 3.251 -4.380 3.248
O: 3.899 -5.286 3.826
O: 2.479 -3.536 3.982
H: 1.388 -1.240 4.535
H: 0.925 -0.740 2.852
H: 2.659 -0.925 3.390
H: 0.594 -3.245 2.994
H: 2.826 -2.254 1.477
H: 1.551 -3.273 0.960

These are the Löwdin partial charges, in e, on atoms 1 to 4: K 1.05; K 1.00; K 0.98; B -1.58

#2
The following is a quantum chemistry calculation of a molecular structure, C12H18B2F8K3O9, from the Open Molecules 2025 dataset.

## Properties
LUMO energy, eV: -4.86
Frontier orbital gap, eV: 7.374
Total charge: +1
Multiplicity: 1

Element x y z (Å)
K: -1.041 2.149 -4.964
K: -1.563 6.133 -0.639
K: -2.520 2.187 3.610
B: -0.820 1.608 -0.654
F: -1.066 0.539 -1.508
F: -0.296 1.138 0.493
F: 0.049 2.449 -1.249
F: -1.962 2.251 -0.332
B: -3.459 5.736 -4.484
F: -4.513 5.620 -5.386
F: -2.248 5.743 -5.114
F: -3.599 6.999 -3.842
F: -3.630 4.739 -3.563
C: 3.522 -1.139 3.790
C: 3.774 0.368 4.040
C: 3.445 0.943 5.439
O: 4.738 1.193 5.973
C: 5.618 1.265 4.989
O: 6.830 1.459 5.134
O: 5.149 0.636 3.945
H: 3.686 -1.401 2.745
H: 2.476 -1.333 4.025
H: 4.090 -1.834 4.409
H: 3.269 0.965 3.280
H: 2.933 0.215 6.069
H: 3.038 1.949 5.341
C: -4.830 -1.648 -1.901
C: -4.740 -1.690 -0.387
C: -5.887 -0.912 0.269
O: -6.508 -1.864 1.149
C: -5.954 -3.115 0.940
O: -6.388 -4.130 1.508
O: -4.958 -3.057 0.049
H: -3.958 -2.141 -2.331
H: -4.770 -0.631 -2.288
H: -5.650 -2.184 -2.378
H: -3.776 -1.298 -0.064
H: -6.519 -0.490 -0.513
H: -5.491 -0.089 0.864
C: 2.038 -2.980 -1.667
C: 3.217 -2.401 -2.466
C: 3.326 -0.908 -2.458
O: 4.718 -0.835 -2.201
C: 5.236 -1.959 -1.726
O: 6.321 -2.167 -1.193
O: 4.340 -2.876 -1.888
H: 1.972 -2.559 -0.663
H: 2.284 -4.041 -1.622
H: 1.065 -2.790 -2.120
H: 3.178 -2.940 -3.413
H: 2.863 -0.361 -1.637
H: 2.969 -0.511 -3.409

These are the Löwdin partial charges, in e, on atoms 1 to 4: K 0.95; K 0.95; K 0.97; B -1.50

Most stable one: #1, least stable one: #2.